[1]
Molecular formula: C14H25CoNO8P2
Method: DFT, ωB97M-V/def2-TZVPD

The spin multiplicity is 2. The calculation puts the LUMO energy (spin up / spin down) at 0.4 / 0.4 eV. As for the HOMO-LUMO gap (spin up / spin down): 8.60 / 8.35 eV.

Structure (XYZ):
```
51
Properties=species:S:1:pos:R:3:forces:R:3:lowdin_charge:R:1
Co 0.22951 -0.40649 0.67350 -0.2 -0.5 0.2 0.50
C 2.83106 -0.29675 -2.14295 0.0 0.0 0.0 -0.04
C 2.44416 0.59937 -0.99843 0.0 0.0 0.0 -0.27
C 2.59370 0.14731 0.31692 0.2 0.2 -0.1 -0.07
C 2.26663 0.96722 1.40235 0.2 0.2 0.0 -0.29
C 2.55876 0.51958 2.80961 -0.1 0.0 0.0 -0.04
C 1.75613 2.23812 1.14587 0.0 0.0 0.0 -0.01
C 1.60189 2.71230 -0.15164 0.0 0.0 0.0 -0.27
C 0.98934 4.05647 -0.41982 0.0 0.0 0.0 -0.03
C 1.96500 1.88629 -1.20972 0.0 0.0 0.0 -0.02
H 2.29387 -1.24419 -2.08043 0.0 0.0 0.0 0.07
H 3.90063 -0.51488 -2.11584 0.0 0.0 0.0 0.08
H 2.59902 0.16207 -3.10296 0.0 0.0 0.0 0.08
H 3.04140 -0.82258 0.49783 -0.1 0.0 0.0 0.12
H 1.88656 0.99741 3.52220 0.0 0.0 0.0 0.08
H 3.58168 0.79000 3.08150 0.0 0.0 0.0 0.09
H 2.45894 -0.56078 2.90726 0.0 0.0 0.0 0.07
H 1.47211 2.87047 1.97995 0.0 0.0 0.0 0.12
H -0.04825 3.92831 -0.73595 0.0 0.0 0.0 0.07
H 1.51515 4.57832 -1.22058 0.0 0.0 0.0 0.08
H 1.00206 4.68617 0.46943 0.0 0.0 0.0 0.08
H 1.85565 2.25203 -2.22684 0.0 0.0 0.0 0.13
N 0.50124 -4.13313 2.16872 0.0 0.0 0.0 0.19
C 0.27414 -2.83069 1.93371 0.0 -0.1 0.1 -0.49
O 1.13489 -2.13375 1.38086 -0.1 0.3 -0.2 -0.01
C -1.03330 -2.23008 2.35980 0.0 -0.1 0.1 -0.18
C -0.93870 -0.71978 2.20587 0.0 0.2 -0.3 -0.18
H 1.33795 -4.55747 1.80660 0.0 0.0 0.0 0.12
H -0.21205 -4.71497 2.56780 0.0 0.0 0.0 0.11
H -1.26191 -2.57913 3.37570 0.0 0.0 0.0 0.12
H -1.80577 -2.65463 1.70961 0.0 0.0 0.0 0.11
H -0.44700 -0.27673 3.07849 0.0 0.0 0.0 0.06
H -1.91596 -0.25072 2.09083 0.0 0.0 0.1 0.05
C -3.41737 -1.15408 -0.62636 0.0 0.0 0.0 -0.05
C -2.67176 -0.23289 -1.58065 0.0 -0.1 0.0 -0.59
O -3.48272 0.04916 -2.71197 0.0 0.0 0.1 -0.05
P -1.13019 -1.03615 -2.13142 -0.1 0.0 0.0 0.51
O -1.60671 -2.16441 -3.14420 0.2 0.0 0.0 -0.08
O -0.39788 0.00232 -3.08393 0.0 0.1 0.0 -0.10
O -0.27948 -1.59532 -1.04384 0.0 -0.1 -0.1 -0.27
P -2.12132 1.35606 -0.80428 0.0 0.0 -0.1 0.33
O -3.21754 1.71604 0.31045 -0.2 0.1 0.0 -0.11
O -2.11860 2.34769 -1.91511 0.1 0.0 0.0 -0.29
O -0.83197 1.05103 -0.10055 0.3 0.1 0.2 -0.30
H -3.64796 -2.10482 -1.10937 0.0 0.0 0.0 0.09
H -4.34812 -0.67325 -0.33001 0.0 0.0 0.0 0.09
H -2.82355 -1.34157 0.26760 0.0 0.0 0.0 0.05
H -3.22153 0.93647 -3.01204 0.0 0.0 0.0 0.08
H -0.91114 -2.81369 -3.31908 -0.1 0.0 0.1 0.10
H -0.30911 0.88863 -2.68743 0.0 -0.1 -0.1 0.07
H -3.89159 2.30409 -0.05707 0.1 0.0 0.0 0.09
```
Forces are in eV/Å.

[2]
Molecular formula: CH4N2O2
Method: DFT, ωB97M-V/def2-TZVPD

The spin multiplicity is 1. The calculation puts the LUMO energy at 0.3 eV. The SMILES is O=NNCO. As for the HOMO-LUMO gap: 10.21 eV.

Structure (XYZ):
```
9
Properties=species:S:1:pos:R:3:forces:R:3:lowdin_charge:R:1
O -2.15690 1.40865 1.21611 -0.2 0.1 0.7 -0.06
N -1.31298 0.54234 1.24144 -0.2 0.1 -0.8 -0.13
N -0.53365 0.63211 0.17834 3.2 -3.5 -2.3 -0.02
C 0.76068 -0.31688 -0.17252 -2.1 -0.9 0.6 -0.01
O 1.10694 -1.67660 -0.96072 -1.6 3.8 2.1 -0.07
H -0.58369 1.39621 -0.47044 -0.9 0.5 -0.1 0.11
H 1.35945 0.40617 -0.56708 1.6 1.6 -1.9 0.06
H 1.09317 -0.38850 0.79980 0.9 -1.4 2.0 0.07
H 0.26698 -2.00350 -1.26493 -0.7 -0.4 -0.3 0.04
```
Forces are in eV/Å.

Ordered strongest force on any atom results: 0.0105 0.1018; unit Eh/bohr.
Ordered energy relative to the best compared isomer or geometry (same formula, charge and spin) results: 0.0 98.8; unit kcal/mol.